Entry 1:
6
Properties=species:S:1:pos:R:3 method="wB97M-V/def2-TZVPD" de_lowest_kcal_mol=53.9 orbital_gap_ev=9.94 e_homo_ha=-0.3718 smiles="O=C=NOS"
O -2.58 -0.86 0.16
C -1.54 -0.35 0.00
N -0.56 0.28 0.17
O 0.58 0.68 -0.63
S 1.87 0.76 0.28
H 2.23 -0.51 0.02

Entry 2:
109
Properties=species:S:1:pos:R:3 method="wB97M-V/def2-TZVPD" de_lowest_kcal_mol=24.4 orbital_gap_ev=6.71 e_homo_ha=-0.2665
Hf -0.95 0.50 1.05
C -5.49 1.78 5.17
C -4.72 2.44 4.03
N -3.28 2.50 4.28
C -2.44 1.59 3.76
S -0.77 1.97 3.59
N -2.94 0.40 3.50
N -2.18 -0.42 2.76
C -2.48 -1.67 2.87
C -3.59 -2.07 3.79
C -1.80 -2.60 1.98
C -1.94 -3.99 2.11
C -1.40 -4.82 1.16
C -0.77 -4.25 0.06
C -0.63 -2.88 0.03
N -1.07 -2.07 0.99
H -6.56 1.89 5.00
H -5.24 2.24 6.12
H -5.25 0.72 5.21
H -5.06 3.47 3.90
H -4.88 1.89 3.10
H -2.86 3.40 4.45
H -4.49 -1.56 3.44
H -3.39 -1.71 4.80
H -3.77 -3.14 3.81
H -2.47 -4.39 2.96
H -1.49 -5.90 1.25
H -0.39 -4.86 -0.75
H -0.15 -2.41 -0.82
C 4.12 -0.18 0.08
Sb 2.13 -1.05 0.08
C 1.28 0.53 1.38
C 1.46 1.88 0.83
C 2.56 2.74 1.01
C 2.54 3.99 0.43
C 1.44 4.38 -0.33
C 0.39 3.49 -0.44
N 0.39 2.29 0.12
Si 2.09 0.16 3.06
C 0.99 -1.17 3.84
C 3.78 -0.72 3.20
C 2.37 1.72 4.09
C 1.93 -1.14 -2.22
C 0.61 -0.57 -2.61
C 0.08 -0.79 -3.89
C -1.02 -0.08 -4.33
C -1.55 0.89 -3.49
C -1.01 1.01 -2.23
N 0.01 0.28 -1.76
Si 2.14 -2.99 -2.70
C 2.93 -3.98 -1.29
C 3.24 -3.30 -4.21
C 0.52 -3.88 -3.16
Si 3.16 0.02 -3.15
C 2.83 1.80 -2.62
C 2.88 0.04 -5.02
C 4.97 -0.51 -2.94
H 4.42 -0.02 1.11
H 4.13 0.78 -0.44
H 4.82 -0.86 -0.39
H 3.40 2.41 1.61
H 3.38 4.67 0.55
H 1.39 5.35 -0.81
H -0.51 3.77 -0.99
H 0.80 -1.97 3.12
H 0.04 -0.77 4.18
H 1.48 -1.62 4.71
H 3.86 -1.61 2.58
H 3.88 -1.03 4.24
H 4.64 -0.07 2.98
H 1.78 2.56 3.73
H 3.42 2.02 4.08
H 2.08 1.54 5.12
H 0.58 -1.49 -4.55
H -1.42 -0.25 -5.32
H -2.38 1.52 -3.79
H -1.41 1.77 -1.57
H 3.81 -3.46 -0.89
H 3.26 -4.95 -1.65
H 2.25 -4.14 -0.46
H 4.21 -2.80 -4.14
H 2.77 -2.98 -5.14
H 3.42 -4.37 -4.29
H 0.64 -4.96 -3.00
H 0.29 -3.75 -4.22
H -0.36 -3.56 -2.60
H 1.93 2.17 -3.12
H 3.66 2.45 -2.90
H 2.67 1.90 -1.55
H 1.88 0.38 -5.29
H 3.05 -0.94 -5.49
H 3.60 0.73 -5.47
H 5.07 -1.47 -2.44
H 5.54 0.23 -2.36
H 5.45 -0.59 -3.92
O -4.35 -0.03 0.91
C -3.61 0.40 0.05
O -2.41 -0.11 -0.20
C -3.96 1.59 -0.79
C -4.74 1.55 -1.94
C -4.96 2.71 -2.66
C -4.41 3.91 -2.23
C -3.62 3.95 -1.08
C -3.38 2.78 -0.36
S -2.37 2.76 1.07
H -5.17 0.61 -2.27
H -5.56 2.68 -3.57
H -4.59 4.82 -2.78
H -3.19 4.88 -0.74